[1]
ORCA calculation (ωB97M-V/def2-TZVPD) on an isolated ion of composition CH4N2O3P and charge -1.

Geometry (Å):
N  -0.290542  1.370458  1.283899
C  0.097918  0.991229  0.057414
O  0.541394  1.766396  -0.778447
P  -0.269158  -0.901363  0.045804
N  0.400996  -1.361292  -1.597828
O  -1.759530  -0.929302  0.292876
O  0.589253  -1.596206  1.023258
H  -0.568827  2.305963  1.553682
H  -0.647139  0.488664  1.679708
H  0.562339  -0.432998  -1.964404
H  1.343295  -1.701550  -1.595962

Cartesian forces, eV/Å:
-0.269 -1.162 0.810
0.298 0.175 -0.576
-0.005 -0.364 -0.485
0.344 -0.744 -1.892
-1.758 1.329 1.145
1.033 0.026 -1.097
0.770 -0.223 0.835
0.095 -0.371 -0.114
-0.518 1.533 1.154
-0.357 0.454 -0.686
0.368 -0.654 0.906

## Properties
Total charge: -1
E_HOMO, eV: -4.714
SMILES string: NC(=O)[P@](N)(=O)[O-]
Spin multiplicity: 1
Gap between HOMO and LUMO, eV: 8.8628

How positive or negative is each atom? The Mulliken charges in e answer that:
1. N -0.38
2. C 0.44
3. O -0.65
4. P 0.79
5. N -0.77
6. O -0.72
7. O -0.71
8. H 0.23
9. H 0.23
10. H 0.28
11. H 0.26

=====

[2]
ORCA calculation (ωB97M-V/def2-TZVPD) on C29H40ClN3O2Tl as an isolated structure.

Geometry (Å):
Tl  -1.412546  -0.157520  0.458968
Cl  0.962984  -0.091390  1.767914
N  -0.467350  2.452433  0.049656
N  -0.391862  -2.643681  -0.019024
C  -0.991799  3.004949  -0.998691
C  -0.811869  -3.145913  -1.137790
C  0.741333  3.236623  0.416549
C  0.558313  4.511145  -0.403870
C  1.990890  2.500111  -0.018876
C  0.766196  3.514876  1.906504
H  1.941078  2.277054  -1.093036
H  2.067784  1.557412  0.539582
H  2.867631  3.125762  0.186809
H  -0.126161  4.091806  2.174810
H  1.659276  4.107387  2.138272
H  0.793213  2.574314  2.467631
C  0.619108  -3.564961  0.559988
C  0.505736  -4.784585  -0.353100
C  0.263838  -3.880744  2.001162
C  2.010116  -2.977637  0.465564
H  2.247808  -2.755913  -0.582387
H  2.732168  -3.707065  0.853115
H  2.066290  -2.051286  1.050624
H  -0.731727  -4.336750  2.036124
H  0.277738  -2.968412  2.606989
H  0.993701  -4.593805  2.402041
O  -0.303971  -4.334978  -1.485858
H  -0.035645  -5.616654  0.115152
H  1.459316  -5.138445  -0.759160
O  -0.459861  4.168570  -1.397005
H  1.451572  4.841562  -0.947113
H  0.150116  5.330899  0.200355
C  -2.081374  2.414265  -1.823490
C  -1.802715  -2.505024  -2.050951
C  -1.297433  -1.185704  -2.567502
H  -2.715489  -2.341620  -1.458104
H  -2.025252  -3.211487  -2.857233
C  -1.550371  -0.017361  -1.882864
C  -1.493130  1.213389  -2.491096
H  -1.249066  -0.337326  3.101356
C  -0.791918  1.318603  -3.722723
C  -0.265445  0.158729  -4.288359
C  -0.627404  2.639603  -4.396838
C  -0.533872  -1.103066  -3.758945
H  0.323078  0.238029  -5.205141
C  -0.056812  -2.339993  -4.449895
H  0.740933  -2.090019  -5.158624
H  -0.868978  -2.816043  -5.018514
H  0.326540  -3.084506  -3.740216
H  -1.576279  2.986754  -4.831282
H  0.100579  2.551183  -5.210514
H  -0.283352  3.413982  -3.700062
H  -2.451352  3.169515  -2.520958
H  -2.885343  2.123616  -1.135868
C  2.269630  1.472095  6.328022
N  1.418737  0.320182  6.177255
C  1.916581  -0.893126  6.766244
C  0.711884  0.174854  4.908304
C  -0.766825  0.490553  5.036788
C  -1.252962  1.089717  6.203485
C  -2.622388  1.355812  6.338707
C  -3.495512  1.063622  5.280778
C  -2.998954  0.486952  4.099937
C  -1.645794  0.160116  3.998967
H  2.775369  1.396225  7.299880
H  1.660592  2.388843  6.310246
H  3.028020  1.551656  5.524954
H  1.098686  -1.624543  6.838303
H  2.734294  -1.346974  6.173774
H  2.290658  -0.658207  7.771053
H  1.173055  0.817737  4.137465
H  0.843093  -0.856662  4.541559
H  -0.536995  1.311208  7.000656
H  -2.989975  1.795661  7.266103
H  -4.560540  1.291858  5.370711
H  -3.652411  0.285543  3.245125

Cartesian forces, eV/Å:
-1.569 -0.008 1.064
0.713 -0.104 0.094
-0.461 0.594 -1.437
-0.393 -0.611 -1.489
0.810 -0.699 2.255
0.758 0.856 2.267
-0.456 -0.163 -0.102
-0.494 0.336 -0.420
0.190 -0.427 -0.064
-0.055 0.137 0.059
0.078 0.038 0.142
0.067 0.312 -0.287
-0.017 -0.059 -0.080
0.126 -0.132 0.150
-0.093 -0.038 0.126
-0.039 0.187 -0.143
-0.347 0.275 -0.256
-0.445 -0.369 -0.592
-0.088 -0.139 0.044
0.286 0.371 0.019
0.047 0.004 0.153
-0.004 0.066 -0.081
0.056 -0.268 -0.245
0.094 0.108 0.142
-0.018 -0.122 -0.152
-0.090 0.060 0.072
0.361 -0.930 -0.129
0.101 0.079 -0.085
-0.165 0.074 0.136
0.574 0.797 -0.231
-0.192 -0.083 0.161
0.094 -0.028 -0.130
0.137 0.621 0.683
0.143 -0.492 0.421
1.195 0.842 -1.695
0.245 0.015 -0.273
-0.018 0.171 0.070
-1.198 -0.284 0.738
1.179 -0.785 -2.022
-0.320 0.389 0.546
-0.680 -0.149 0.673
-0.061 0.050 0.010
0.179 0.397 -0.346
-0.768 -0.094 0.549
-0.083 -0.028 0.165
0.192 -0.297 -0.320
-0.088 -0.129 0.074
0.137 0.014 0.077
-0.046 0.137 -0.192
0.150 -0.019 0.055
-0.094 0.132 0.057
-0.047 -0.128 -0.212
0.000 -0.141 0.012
0.142 -0.032 -0.288
-0.092 -0.088 -0.241
-0.251 0.057 0.324
-0.001 0.027 -0.240
0.388 0.020 0.272
-0.162 -0.067 0.213
-0.314 -0.048 -0.192
0.188 -0.128 -0.410
0.246 0.034 -0.045
0.106 -0.007 0.294
0.011 0.075 0.090
-0.046 0.219 -0.234
0.216 -0.118 -0.002
0.005 0.047 0.192
0.252 0.125 0.075
-0.011 -0.084 0.158
-0.066 -0.275 -0.129
-0.216 -0.284 0.277
-0.075 0.382 -0.018
-0.375 -0.070 -0.229
-0.016 -0.070 -0.236
0.307 -0.060 -0.017
0.181 0.013 0.352

## Properties
Total charge: -1
E_HOMO, eV: -2.676
Spin multiplicity: 1
Gap between HOMO and LUMO, eV: 5.4064

How positive or negative is each atom? The Mulliken charges in e answer that:
1. Tl 1.15
2. Cl -0.58
3. N -0.03
4. N -0.03
5. C 0.47
6. C 0.65
7. C 1.38
8. C -0.71
9. C -1.47
10. C -1.11
11. H 0.35
12. H 0.14
13. H 0.42
14. H 0.44
15. H 0.41
16. H -0.24
17. C 1.49
18. C -0.77
19. C -1.40
20. C -1.47
21. H 0.37
22. H 0.43
23. H 0.10
24. H 0.43
25. H -0.08
26. H 0.42
27. O -0.39
28. H 0.31
29. H 0.30
30. O -0.41
31. H 0.29
32. H 0.32
33. C -1.63
34. C -1.72
35. C 0.62
36. H 0.27
37. H 0.42
38. C -0.74
39. C 0.41
40. H 0.04
41. C 1.36
42. C -1.32
43. C -1.68
44. C 1.26
45. H 0.21
46. C -1.71
47. H 0.39
48. H 0.29
49. H 0.22
50. H 0.29
51. H 0.39
52. H 0.24
53. H 0.43
54. H 0.29
55. C -1.07
56. N 0.40
57. C -1.08
58. C -0.56
59. C 0.33
60. C -0.33
61. C -0.59
62. C -0.38
63. C -0.57
64. C -0.03
65. H 0.39
66. H 0.29
67. H 0.24
68. H 0.31
69. H 0.29
70. H 0.33
71. H -0.06
72. H 0.18
73. H 0.34
74. H 0.35
75. H 0.35
76. H 0.36

=====

[3]
ORCA calculation (ωB97M-V/def2-TZVPD) on C21H33Cl2N4NiO3S as an isolated structure.

Geometry (Å):
O  -1.392524  -3.197869  -0.773642
C  -0.203511  -3.398022  -0.991187
C  0.805258  -3.795960  -0.006774
C  1.271949  -3.039736  1.071678
H  0.976913  -1.993610  1.177317
C  2.124876  -3.621280  2.006496
H  2.458080  -3.083979  2.903344
C  2.558248  -4.951852  1.808108
H  3.199902  -5.444762  2.552773
C  2.122941  -5.669922  0.692298
H  2.433147  -6.702194  0.532787
C  1.260532  -5.090982  -0.223500
H  0.878734  -5.618257  -1.084433
H  0.216363  -3.101538  -1.983409
C  0.068114  -0.544121  -2.369102
C  1.109246  -0.688772  -1.311334
H  0.361842  -1.129574  -3.233246
H  0.170377  0.519444  -2.615254
H  -0.977907  -0.722547  -2.125580
C  2.330541  -1.310745  -1.431910
C  3.218520  -0.850333  -2.574216
H  2.705193  -2.145476  -0.860494
H  4.252625  -0.865699  -2.222338
H  2.960853  0.199881  -2.820911
H  3.071182  -1.492920  -3.451836
Ni  1.881207  0.581186  -0.413709
Cl  3.618537  0.214486  0.903892
Cl  1.642653  2.293287  -1.733582
C  0.764083  4.192933  0.913574
O  -0.204435  3.969938  1.658401
N  0.767760  5.099540  -0.073791
C  -0.392732  5.929437  -0.288276
C  1.986905  5.455411  -0.758028
H  1.690726  3.618489  1.002797
H  -1.297448  5.378999  -0.029176
H  -0.420475  6.228686  -1.338699
H  -0.352488  6.842611  0.321523
H  2.505198  4.542533  -1.068208
H  2.657236  6.045341  -0.116009
H  1.736182  6.043241  -1.644807
H  -5.737411  -0.083742  -1.785223
H  -4.862376  -2.929717  -0.844856
C  -4.897075  -0.409305  -2.417862
C  -4.155891  -2.630841  -1.642069
N  -3.937190  -1.192489  -1.654157
H  -4.404194  0.478975  -2.827959
C  -3.216843  -0.540821  -0.695330
O  -3.290219  0.672660  -0.512330
H  -3.204555  -3.143697  -1.474025
H  -2.539057  -1.217593  -0.115824
H  -5.265674  -1.053364  -3.221167
H  -4.573479  -2.912856  -2.616640
C  -2.105363  1.440500  2.509210
N  -0.732554  1.298624  2.973124
C  -0.258453  1.714451  4.199077
C  1.053113  1.409354  4.261598
N  1.386985  0.816490  3.045964
C  0.274032  0.763920  2.265548
S  0.028180  0.109657  0.690504
H  -2.141698  2.018805  1.585904
H  -2.536507  0.458341  2.305628
H  -2.657798  1.951559  3.297654
H  -0.906005  2.203874  4.913851
H  1.782117  1.543354  5.062021
H  2.333510  0.538562  2.695819

Cartesian forces, eV/Å:
1.448 -0.777 0.148
-0.939 2.593 -0.558
0.270 -0.877 0.544
-0.176 0.091 0.349
-0.049 -0.401 -0.038
0.327 -0.945 -0.238
-0.140 -0.050 -0.585
-0.304 0.258 0.224
-0.250 0.313 -0.412
0.308 -0.281 0.176
0.072 0.213 0.142
0.090 0.352 0.549
0.122 -0.305 -0.086
-0.251 -0.706 0.136
0.577 1.461 -0.114
-1.731 -4.701 -3.062
-0.151 -0.211 -0.314
-0.572 -0.037 -0.537
0.032 -0.202 0.335
-0.303 1.424 -0.313
-0.210 0.249 0.151
0.005 0.183 0.542
0.109 -0.084 -0.329
0.217 -0.645 -0.133
0.295 0.084 -0.099
1.562 0.541 1.304
1.341 0.345 1.457
0.126 1.249 -0.755
-1.193 -0.572 0.724
0.938 0.354 -0.692
-0.237 0.344 0.115
-0.126 0.140 0.051
0.540 -0.155 0.028
0.181 0.009 -0.073
0.126 0.028 -0.026
-0.085 -0.101 0.076
-0.054 -0.056 -0.009
-0.081 0.180 -0.024
-0.128 0.072 -0.131
0.091 -0.150 0.099
0.107 -0.013 -0.199
0.081 0.062 -0.327
0.161 0.061 0.157
0.152 -0.115 0.325
-0.291 0.310 -0.078
-0.183 -0.175 0.090
0.087 0.249 0.135
-0.028 -1.039 -0.126
-0.433 0.117 -0.132
-0.377 0.459 -0.272
-0.024 0.303 0.037
0.155 -0.066 0.292
0.175 0.026 -0.083
-0.019 0.193 0.534
-0.210 0.104 0.390
0.557 -0.103 -0.070
-0.135 -0.003 -0.102
-0.150 -0.240 -0.393
-0.601 0.544 1.816
0.118 -0.040 0.079
0.030 0.088 0.063
-0.031 -0.061 -0.091
0.179 -0.124 -0.115
-0.381 0.015 -0.470
-0.738 0.222 -0.082

## Properties
Total charge: -1
E_HOMO (spin up / spin down), eV: -3.127 / -3.522
Spin multiplicity: 3
Gap between HOMO and LUMO (spin up / spin down), eV: 5.9086 / 6.3024

How positive or negative is each atom? The Mulliken charges in e answer that:
1. O -0.53
2. C -0.41
3. C 0.36
4. C 0.26
5. H 0.25
6. C -0.67
7. H 0.38
8. C -0.43
9. H 0.34
10. C -0.51
11. H 0.35
12. C -0.58
13. H 0.44
14. H 0.44
15. C -0.99
16. C 1.56
17. H 0.46
18. H 0.37
19. H -0.03
20. C -0.36
21. C -1.39
22. H 0.42
23. H 0.37
24. H 0.24
25. H 0.32
26. Ni -0.55
27. Cl -0.73
28. Cl -0.73
29. C -0.09
30. O -0.68
31. N 0.31
32. C -0.97
33. C -0.86
34. H 0.45
35. H 0.27
36. H 0.34
37. H 0.33
38. H 0.30
39. H 0.26
40. H 0.29
41. H 0.30
42. H 0.28
43. C -0.96
44. C -0.74
45. N 0.29
46. H 0.28
47. C 0.06
48. O -0.63
49. H 0.24
50. H 0.36
51. H 0.33
52. H 0.33
53. C -0.86
54. N 0.34
55. C -0.18
56. C -0.69
57. N 0.37
58. C -0.59
59. S 0.06
60. H 0.35
61. H 0.27
62. H 0.32
63. H 0.38
64. H 0.44
65. H 0.06

=====

Calculated total energy in a.u., matching the order above: -717.2436 -2076.5105 -4091.6168